{
  "formula": "C3H5ClN2",
  "method": "ωB97M-V/def2-TZVPD",
  "symbols": ["H", "N", "C", "N", "C", "C", "Cl", "H", "H", "H", "H"],
  "positions_angstrom": [[-2.28776, -2.63642, -1.08063], [-2.52461, -1.84712, -1.66162], [-1.71461, -0.93443, -1.31154], [-0.79727, -1.14255, -0.17315], [0.18346, -0.16557, -0.15344], [0.75435, 0.46870, 1.00361], [1.86005, 1.69167, 0.98604], [-1.69655, 0.24491, -1.45997], [-0.62384, -2.01908, 0.34984], [0.47354, 0.29805, -1.03559], [0.42777, 0.06967, 2.07534]],
  "atomic_forces_ev_per_a": [[-0.14, -0.75, -0.09], [0.40, 1.69, -0.64], [0.33, 0.27, 3.20], [-0.13, 0.57, -1.31], [2.28, 2.48, 5.63], [-4.25, -4.96, -0.61], [1.26, 1.24, -0.24], [-0.38, -2.79, -0.74], [-0.56, 0.80, -0.93], [0.36, 0.50, -1.86], [0.83, 0.96, -2.42]],
  "relative_energy_kcal_mol": 41.28,
  "fmax_ha_per_bohr": 0.12760,
  "charge": 0,
  "smiles": "[H]/N=C\\N/C=C/Cl",
  "gap_ev": 9.32
}